Record 1
ORCA calculation (ωB97M-V with the def2-TZVPD basis set) on a molecular structure, C12H20NO2Si2Sr at a distorted geometry.

Summary:
LUMO level = 2.29 eV
Orbital gap = 5.54 eV
Net charge = -1

```
38
C12H20NO2Si2Sr (ωB97M-V with the def2-TZVPD basis set)
Sr 1.289 1.662 0.077
N 4.031 1.838 0.038
C 4.070 3.101 -0.716
C 3.107 4.136 -0.068
O 3.524 5.279 0.079
O 1.964 3.663 0.245
H 4.317 2.013 0.996
H 4.685 1.167 -0.343
H 3.716 2.910 -1.735
H 5.060 3.554 -0.784
C -2.768 1.789 1.574
Si -1.661 1.276 0.072
C -2.773 1.782 -1.431
C -1.896 -0.656 0.079
C -3.226 -1.100 0.077
C -3.576 -2.440 0.079
C -2.571 -3.397 0.083
C -1.249 -2.981 0.085
C -0.871 -1.631 0.084
Si 1.052 -1.310 0.091
C 1.611 -2.415 -1.399
C 1.611 -2.434 1.566
H -3.802 1.434 1.500
H -2.798 2.880 1.668
H -2.348 1.392 2.503
H -3.806 1.426 -1.351
H -2.357 1.382 -2.360
H -2.805 2.872 -1.528
H -4.028 -0.367 0.074
H -4.620 -2.737 0.079
H -2.814 -4.454 0.084
H -0.479 -3.747 0.088
H 1.272 -3.454 -1.316
H 2.704 -2.435 -1.470
H 1.228 -2.022 -2.346
H 1.272 -3.472 1.474
H 1.231 -2.049 2.517
H 2.704 -2.454 1.634
```

---

Record 2
ORCA calculation (ωB97M-V with the def2-TZVPD basis set) on C18H18N2O5S in the gas phase at a distorted geometry.

Summary:
LUMO level = -0.20 eV
SMILES = NC(=O)COC(=O)c1cccc(S(=O)(=O)N2CCCc3ccccc32)c1
Orbital gap = 8.59 eV
Energy above the lowest of the compared OMol25 structures with the same formula, charge and spin = 0.0 kcal per mole
Net charge = 0

```
44
C18H18N2O5S (ωB97M-V with the def2-TZVPD basis set)
N -1.495 1.480 2.866
C -0.641 2.242 3.574
O -0.853 2.620 4.700
C 0.655 2.609 2.846
O 0.764 1.992 1.570
C 0.804 2.791 0.489
O 0.771 3.993 0.537
C 0.867 1.999 -0.767
C 0.742 2.659 -1.988
C 0.758 1.943 -3.172
C 0.884 0.561 -3.143
C 1.015 -0.083 -1.928
S 1.192 -1.875 -1.891
O 2.552 -2.203 -1.583
O 0.639 -2.402 -3.102
N 0.271 -2.337 -0.566
C 0.903 -3.058 0.518
C 0.716 -2.335 1.848
C -0.776 -2.201 2.130
C -1.503 -1.638 0.938
C -2.733 -1.017 1.104
C -3.429 -0.490 0.032
C -2.898 -0.603 -1.242
C -1.682 -1.230 -1.435
C -0.968 -1.744 -0.353
C 1.024 0.617 -0.742
H -2.378 1.233 3.280
H -1.288 1.162 1.934
H 1.502 2.286 3.459
H 0.694 3.699 2.736
H 0.627 3.732 -1.984
H 0.664 2.456 -4.116
H 0.876 -0.030 -4.046
H 0.465 -4.062 0.578
H 1.957 -3.152 0.256
H 1.179 -1.347 1.802
H 1.207 -2.899 2.641
H -1.190 -3.187 2.362
H -0.945 -1.564 3.001
H -3.151 -0.957 2.100
H -4.382 -0.007 0.187
H -3.436 -0.213 -2.092
H -1.288 -1.358 -2.429
H 1.148 0.098 0.193
```

---

Record 3
ORCA calculation (ωB97M-V with the def2-TZVPD basis set) on a molecular structure, C3H4BaLiO4 at a distorted geometry.

Summary:
LUMO level = -4.46 eV
Orbital gap = 3.96 eV
Energy above the lowest of the compared OMol25 structures with the same formula, charge and spin = 165.6 kcal per mole
Net charge = +1

```
13
C3H4BaLiO4 (ωB97M-V with the def2-TZVPD basis set)
H -1.195 -0.312 1.491
C -0.457 -1.075 1.233
C -0.446 -2.393 1.851
O -0.959 -2.173 0.527
H 0.492 -2.951 1.888
H -1.194 -2.636 2.610
O 0.711 -0.500 0.756
H 1.193 0.551 1.206
O 1.504 1.659 0.133
C 0.986 1.017 -0.769
Ba -0.821 4.927 -6.311
Li -0.077 2.670 -2.925
O 0.265 1.217 -1.691
```

---

Record 4
ORCA calculation (ωB97M-V with the def2-TZVPD basis set) on a gas-phase ion, HN5OS (charge -2) at a distorted geometry.

Summary:
LUMO level = 6.66 eV
SMILES = [H]/N=N/N([S-])/N=N/[O-]
Orbital gap = 5.06 eV
Energy above the lowest of the compared OMol25 structures with the same formula, charge and spin = 43.8 kcal per mole
Net charge = -2

```
8
HN5OS (ωB97M-V with the def2-TZVPD basis set)
H 0.578 0.882 -2.382
N -0.022 0.504 -1.676
N 0.876 0.651 -0.714
N 0.695 0.015 0.466
S 2.058 -0.103 1.421
N -0.275 -0.818 0.897
N -1.449 -0.214 0.804
O -2.460 -0.917 1.184
```

---

Record 5
ORCA calculation (ωB97M-V with the def2-TZVPD basis set) on C4H4ClF3 in the gas phase at a distorted geometry.

Summary:
LUMO level = 0.73 eV
SMILES = C=C(F)CC(F)(F)Cl
Orbital gap = 10.53 eV
Energy above the lowest of the compared OMol25 structures with the same formula, charge and spin = 43.1 kcal per mole
Net charge = 0

```
12
C4H4ClF3 (ωB97M-V with the def2-TZVPD basis set)
C 1.518 0.908 -0.147
C 1.168 -0.392 0.003
F 2.103 -1.273 0.285
C -0.283 -0.814 0.058
C -1.415 0.265 0.148
F -1.343 1.008 -0.865
F -1.704 1.053 1.194
Cl -2.919 -0.975 -0.032
H 2.666 1.046 0.152
H 1.081 1.816 -0.350
H -0.484 -0.995 -1.182
H -0.390 -1.646 0.737
```

---

Record 6
ORCA calculation (ωB97M-V with the def2-TZVPD basis set) on C20H26N6O3S in the gas phase.

Summary:
LUMO level = 0.63 eV
SMILES = C[C@H](Sc1nc(N2CCOCC2)nc(N2CCOCC2)n1)C(=O)Nc1ccccc1
Orbital gap = 9.23 eV
Energy above the lowest of the compared OMol25 structures with the same formula, charge and spin = 0.0 kcal per mole
Net charge = 0

```
56
C20H26N6O3S (ωB97M-V with the def2-TZVPD basis set)
C -4.283 0.152 0.679
C -3.641 -0.668 -0.427
S -2.651 -2.047 0.272
C -1.140 -1.237 0.651
N -1.073 0.065 0.469
C 0.160 0.579 0.637
N 0.329 1.882 0.412
C 1.647 2.476 0.429
C 1.679 3.622 -0.577
O 0.759 4.646 -0.256
C -0.412 4.180 0.391
C -0.762 2.747 0.013
N 1.225 -0.130 1.016
C 1.009 -1.427 1.230
N 2.044 -2.192 1.604
C 3.311 -1.624 1.999
C 3.490 -1.807 3.511
O 3.366 -3.162 3.879
C 2.104 -3.678 3.519
C 1.871 -3.568 2.008
N -0.172 -2.040 1.036
C -2.824 0.223 -1.367
O -3.057 1.405 -1.460
N -1.923 -0.452 -2.141
C -0.799 0.145 -2.729
C -0.857 1.410 -3.304
C 0.293 1.983 -3.817
C 1.500 1.304 -3.773
C 1.552 0.035 -3.219
C 0.410 -0.545 -2.701
H -4.941 -0.470 1.280
H -3.508 0.575 1.313
H -4.853 0.967 0.239
H -4.408 -1.178 -1.019
H 2.378 1.710 0.166
H 1.883 2.851 1.434
H 2.666 4.091 -0.591
H 1.464 3.222 -1.580
H -0.280 4.250 1.482
H -1.218 4.855 0.095
H -0.936 2.674 -1.066
H -1.675 2.427 0.515
H 3.319 -0.570 1.729
H 4.111 -2.156 1.471
H 4.487 -1.495 3.825
H 2.735 -1.203 4.039
H 2.099 -4.722 3.838
H 1.309 -3.131 4.049
H 0.863 -3.884 1.743
H 2.610 -4.181 1.480
H -1.803 -1.433 -1.913
H -1.797 1.936 -3.338
H 0.244 2.969 -4.257
H 2.395 1.759 -4.170
H 2.488 -0.503 -3.184
H 0.454 -1.531 -2.259
```

---

Record 7
ORCA calculation (ωB97M-V with the def2-TZVPD basis set) on 2 unconnected molecules or ions with the total composition C4H8N4.

Summary:
LUMO level (alpha / beta) = 0.28 / 0.28 eV
Orbital gap (alpha / beta) = 8.06 / 8.06 eV
Energy above the lowest of the compared OMol25 structures with the same formula, charge and spin = 81.8 kcal per mole
Net charge = 0

```
16
C4H8N4 (ωB97M-V with the def2-TZVPD basis set)
C 0.647 0.881 0.688
C -1.414 -0.191 0.208
N 1.003 1.650 -0.386
N 0.885 -1.618 -0.208
C -1.204 -0.857 -0.972
C -0.018 -1.568 -1.172
N 0.773 1.321 1.881
N -2.109 0.095 1.167
H 1.255 2.617 -0.225
H 0.605 1.428 -1.283
H 0.543 0.604 2.567
H -1.816 0.872 1.756
H 0.790 -0.549 0.381
H 1.797 -1.965 -0.480
H -1.908 -0.704 -1.779
H 0.172 -2.015 -2.144
```

---

Record 8
ORCA calculation (ωB97M-V with the def2-TZVPD basis set) on 12 unconnected molecules or ions with the total composition H26NO11 at a distorted geometry.

Summary:
LUMO level = -3.05 eV
Orbital gap = 10.67 eV
Energy above the lowest of the compared OMol25 structures with the same formula, charge and spin = 94.1 kcal per mole
Net charge = +1

```
38
H26NO11 (ωB97M-V with the def2-TZVPD basis set)
N -47.444 0.797 -3.523
H -47.107 0.174 -4.125
H -46.617 1.396 -3.534
H -47.859 0.546 -2.452
H -48.129 1.099 -4.016
O -46.106 3.559 -2.061
H -45.620 3.732 -2.898
H -45.450 3.292 -1.348
O -43.673 0.760 -1.914
H -43.833 1.145 -2.768
H -43.530 1.511 -1.182
O -49.066 -1.446 -0.389
H -48.641 -1.946 -1.045
H -49.764 -2.052 -0.114
O -46.111 -0.276 -0.843
H -45.955 -1.009 -0.324
H -45.242 0.026 -1.200
O -43.641 2.277 -4.102
H -43.598 2.068 -5.035
H -44.265 2.960 -4.176
O -49.121 2.975 -2.546
H -48.598 2.599 -1.824
H -50.052 2.539 -2.506
O -48.441 1.404 -0.080
H -47.602 1.264 0.248
H -48.740 0.555 -0.185
O -50.810 2.026 -4.612
H -50.464 2.035 -5.501
H -51.614 1.789 -4.755
O -45.005 -1.034 -4.790
H -45.041 -1.874 -4.253
H -45.606 -1.319 -5.282
O -47.205 3.267 -5.436
H -47.704 3.935 -4.969
H -47.362 3.459 -6.355
O -48.962 -1.855 -3.276
H -49.769 -1.369 -2.871
H -48.918 -2.752 -2.870
```

---

Molecular weight (computed, u): 354.1, 374.4, 248.3, 119.1, 144.5, 430.5, 112.1, 216.2